{
  "formula": "C5H5NO2",
  "method": "ωB97M-V/def2-TZVPD",
  "e_above_lowest_ev": 6.041,
  "lumo_energy_ev": -0.35,
  "orbital_gap_ev": 10.32,
  "e_tot_ev": -10845.274,
  "molar_mass_g_mol": 111.10,
  "elements": ["C", "C", "C", "C", "C", "H", "H", "H", "H", "H", "N", "O", "O"],
  "positions_angstrom": [[-0.39671, 0.04589, 0.21217], [0.91089, -1.01416, 0.18932], [2.01378, -0.33600, -0.11795], [-1.40199, -0.46912, -0.74558], [-0.08613, 1.49892, -0.10397], [-2.08275, 0.31849, 1.16175], [0.86974, -2.12845, 0.56038], [2.24154, 0.89888, -0.17299], [3.08104, -0.84986, -0.08238], [-1.29512, -0.06291, -1.97696], [-0.49225, 2.66469, -0.25910], [-0.98790, 0.36895, 1.55374], [-2.37414, -0.93533, -0.21843]]
}

{
  "formula": "C5H5NO2",
  "method": "ωB97M-V/def2-TZVPD",
  "e_above_lowest_ev": 8.012,
  "lumo_energy_ev": 0.70,
  "orbital_gap_ev": 10.23,
  "e_tot_ev": -10843.303,
  "molar_mass_g_mol": 111.10,
  "elements": ["C", "C", "C", "C", "C", "H", "H", "H", "H", "H", "N", "O", "O"],
  "positions_angstrom": [[-1.97932, 0.22407, 0.34824], [-0.81327, -0.18123, -0.42677], [1.00833, -0.92848, 0.03369], [2.13424, 0.84735, -0.24763], [0.76440, 0.44071, -0.31803], [-2.87305, 1.04716, 0.09177], [-2.58663, -0.94796, 0.20982], [-1.75406, 0.51656, 1.58574], [-1.05563, -0.14459, -1.43440], [2.28646, 1.85003, 0.12712], [2.21548, -1.27455, 0.23728], [-0.26765, -1.37383, -0.29127], [2.92069, -0.07523, 0.08443]]
}